{"formula": "C47H55CeN5O3S", "method": "wB97M-V/def2-TZVPD", "de_lowest_ev": 0.000, "charge": 2, "homo_ev": -13.29, "elements": ["Ce", "O", "C", "C", "C", "C", "C", "C", "C", "C", "C", "O", "C", "C", "C", "C", "C", "C", "C", "C", "C", "C", "C", "C", "N", "C", "C", "C", "C", "C", "C", "C", "C", "C", "C", "C", "C", "H", "H", "H", "H", "H", "H", "H", "H", "H", "H", "H", "H", "H", "H", "H", "H", "H", "H", "H", "H", "H", "H", "H", "H", "H", "H", "H", "C", "C", "C", "C", "N", "C", "S", "N", "C", "C", "C", "C", "H", "H", "H", "H", "H", "H", "H", "H", "H", "H", "H", "H", "H", "H", "H", "H", "H", "H", "H", "H", "N", "C", "N", "C", "C", "O", "C", "C", "H", "H", "H", "H", "H", "H", "H", "H"], "xyz": [[0.664, -0.502, 0.137], [0.190, -0.181, -1.833], [0.176, 1.081, -2.501], [1.381, 1.926, -1.972], [1.144, 2.656, -0.674], [1.255, 4.039, -0.623], [1.005, 4.695, 0.570], [0.628, 3.958, 1.674], [0.506, 2.576, 1.569], [0.027, 1.810, 2.774], [0.371, 0.311, 2.887], [-0.402, -0.385, 1.901], [-0.045, -0.187, 4.272], [0.870, -0.285, 5.311], [0.448, -0.649, 6.580], [-0.887, -0.918, 6.820], [-1.804, -0.826, 5.784], [-1.387, -0.458, 4.516], [1.860, -0.006, 2.643], [2.874, 0.948, 2.722], [4.208, 0.567, 2.642], [4.550, -0.766, 2.480], [3.552, -1.726, 2.380], [2.220, -1.346, 2.457], [0.791, 1.944, 0.418], [0.321, 0.758, -3.980], [1.568, 0.644, -4.588], [1.674, 0.269, -5.918], [0.535, -0.005, -6.656], [-0.709, 0.090, -6.056], [-0.815, 0.467, -4.727], [-1.116, 1.830, -2.178], [-1.425, 2.991, -2.886], [-2.540, 3.744, -2.561], [-3.368, 3.353, -1.520], [-3.070, 2.204, -0.806], [-1.945, 1.456, -1.133], [1.632, 2.675, -2.727], [2.251, 1.268, -1.878], [1.529, 4.589, -1.512], [1.092, 5.769, 0.633], [0.410, 4.441, 2.616], [-1.065, 1.874, 2.802], [0.373, 2.329, 3.672], [1.918, -0.084, 5.144], [1.169, -0.723, 7.382], [-1.212, -1.201, 7.810], [-2.848, -1.039, 5.965], [-2.102, -0.394, 3.710], [2.639, 1.991, 2.878], [4.981, 1.317, 2.731], [5.591, -1.056, 2.447], [3.802, -2.770, 2.257], [1.448, -2.115, 2.455], [2.474, 0.853, -4.035], [2.649, 0.199, -6.382], [0.616, -0.287, -7.696], [-1.603, -0.120, -6.626], [-1.791, 0.540, -4.272], [-0.801, 3.296, -3.715], [-2.768, 4.636, -3.127], [-4.246, 3.935, -1.275], [-3.712, 1.880, 0.001], [-1.758, 0.541, -0.554], [-3.732, -5.605, -4.290], [-2.787, -4.411, -4.315], [-1.313, -4.802, -4.412], [-0.732, -5.393, -3.132], [-0.535, -4.339, -2.131], [-0.482, -4.410, -0.800], [0.594, -3.338, 0.032], [-1.183, -5.243, -0.047], [-2.360, -6.030, -0.403], [-2.070, -7.514, -0.631], [-2.035, -8.345, 0.652], [-0.991, -7.896, 1.665], [-4.770, -5.282, -4.261], [-3.572, -6.250, -3.427], [-3.600, -6.220, -5.179], [-2.938, -3.784, -3.432], [-3.041, -3.785, -5.172], [-0.711, -3.933, -4.693], [-1.181, -5.531, -5.215], [0.248, -5.845, -3.321], [-1.377, -6.171, -2.734], [0.008, -3.563, -2.488], [-0.924, -5.233, 0.928], [-2.817, -5.554, -1.269], [-3.067, -5.909, 0.422], [-1.122, -7.620, -1.166], [-2.848, -7.910, -1.289], [-1.851, -9.385, 0.379], [-3.025, -8.325, 1.116], [-0.014, -7.767, 1.201], [-0.883, -8.631, 2.460], [-1.270, -6.960, 2.151], [3.026, -0.735, -0.590], [4.060, -0.865, -1.101], [5.217, -0.992, -1.654], [5.892, 0.134, -2.311], [7.346, 0.162, -1.846], [7.960, -1.083, -2.078], [7.352, -2.098, -1.314], [5.900, -2.290, -1.738], [5.370, 1.055, -2.052], [5.843, -0.022, -3.394], [7.395, 0.417, -0.777], [7.909, 0.905, -2.411], [7.405, -1.849, -0.244], [7.921, -3.011, -1.490], [5.379, -2.999, -1.095], [5.849, -2.634, -2.775]], "lowdin_charge": [1.086, -0.292, -0.398, -0.048, -0.217, 0.022, 0.002, 0.015, -0.225, -0.026, -0.424, -0.278, -0.154, -0.016, -0.058, -0.066, -0.056, -0.019, -0.241, -0.001, -0.032, -0.055, -0.043, -0.110, 0.079, -0.155, -0.028, -0.066, -0.070, -0.057, -0.017, -0.173, -0.020, -0.048, -0.060, -0.049, -0.032, 0.137, 0.098, 0.129, 0.127, 0.132, 0.154, 0.147, 0.118, 0.112, 0.112, 0.111, 0.118, 0.127, 0.119, 0.113, 0.124, 0.107, 0.103, 0.109, 0.112, 0.112, 0.125, 0.131, 0.115, 0.113, 0.113, 0.095, -0.095, -0.257, -0.188, -0.156, 0.040, -0.703, 0.714, 0.035, -0.155, -0.199, -0.249, -0.104, 0.080, 0.052, 0.083, 0.100, 0.109, 0.110, 0.123, 0.135, 0.086, 0.123, 0.111, 0.107, 0.138, 0.111, 0.117, 0.113, 0.114, 0.077, 0.081, 0.062, 0.151, -0.172, -0.062, -0.081, -0.176, -0.104, -0.176, -0.076, 0.135, 0.140, 0.134, 0.141, 0.130, 0.141, 0.138, 0.142]}

{"formula": "C47H55InN7O12", "method": "wB97M-V/def2-TZVPD", "charge": -1, "homo_ev": -4.77, "elements": ["C", "C", "C", "C", "C", "C", "C", "C", "C", "In", "C", "C", "N", "H", "H", "H", "H", "H", "H", "H", "H", "H", "H", "H", "H", "H", "H", "H", "H", "H", "H", "H", "H", "H", "H", "H", "H", "H", "C", "C", "C", "C", "C", "C", "N", "O", "O", "H", "H", "H", "H", "H", "C", "C", "C", "C", "C", "C", "N", "O", "O", "H", "H", "H", "H", "H", "C", "C", "C", "C", "C", "C", "N", "O", "O", "H", "H", "H", "H", "H", "C", "C", "C", "C", "C", "C", "N", "O", "O", "H", "H", "H", "H", "H", "C", "C", "C", "C", "C", "C", "N", "O", "O", "H", "H", "H", "H", "H", "C", "C", "C", "C", "C", "C", "N", "O", "O", "H", "H", "H", "H", "H"], "xyz": [[-2.094, 1.429, -0.125], [-0.641, 0.603, -0.211], [-0.635, -0.501, -1.421], [-0.900, -2.065, -0.908], [-2.478, -2.484, -0.842], [-3.262, -2.132, 0.548], [-2.344, -2.132, 1.903], [-3.169, -1.966, 3.310], [-2.604, -0.613, 4.105], [-0.348, -0.734, 4.520], [0.720, 1.143, 3.756], [2.302, 0.897, 3.379], [2.755, -0.243, 2.726], [-2.462, 1.737, -1.210], [-2.935, 0.819, 0.414], [-1.910, 2.432, 0.452], [-0.281, 0.207, 0.831], [0.149, 1.444, -0.522], [0.479, -0.518, -1.850], [-1.316, -0.187, -2.322], [-0.416, -2.738, -1.765], [-0.274, -2.290, 0.055], [-2.550, -3.659, -1.002], [-3.085, -2.018, -1.758], [-3.902, -1.137, 0.461], [-4.077, -2.995, 0.700], [-1.714, -3.133, 1.929], [-1.579, -1.244, 1.808], [-4.350, -1.933, 3.175], [-2.909, -2.904, 3.995], [-2.787, 0.287, 3.343], [-3.183, -0.402, 5.109], [0.256, -2.088, 3.435], [0.054, -1.160, 6.213], [0.708, 1.934, 4.640], [0.111, 1.663, 2.872], [3.100, 1.722, 3.702], [1.899, -0.834, 2.556], [4.309, 5.182, -2.870], [4.471, 4.414, -1.715], [3.354, 4.012, -0.980], [2.073, 4.383, -1.415], [1.909, 5.160, -2.569], [3.034, 5.558, -3.295], [0.894, 3.942, -0.661], [1.082, 3.271, 0.365], [-0.222, 4.261, -1.096], [5.183, 5.488, -3.443], [5.468, 4.126, -1.390], [3.496, 3.414, -0.083], [0.922, 5.459, -2.916], [2.917, 6.159, -4.194], [7.400, -0.925, -4.240], [7.832, -0.016, -3.274], [7.520, 1.340, -3.400], [6.767, 1.774, -4.499], [6.338, 0.864, -5.475], [6.659, -0.488, -5.340], [6.414, 3.193, -4.623], [6.828, 3.970, -3.750], [5.719, 3.533, -5.592], [7.641, -1.982, -4.135], [8.410, -0.364, -2.421], [7.864, 2.036, -2.638], [5.758, 1.188, -6.336], [6.328, -1.203, -6.090], [9.133, 8.213, 0.081], [8.647, 7.144, -0.673], [7.708, 6.269, -0.123], [7.257, 6.478, 1.188], [7.749, 7.546, 1.950], [8.690, 8.413, 1.390], [6.252, 5.576, 1.763], [5.856, 4.632, 1.064], [5.854, 5.814, 2.913], [9.860, 8.896, -0.354], [8.998, 6.994, -1.691], [7.340, 5.440, -0.723], [7.411, 7.717, 2.970], [9.075, 9.247, 1.972], [-7.591, -2.410, 3.114], [-8.683, -3.268, 2.971], [-9.215, -3.916, 4.087], [-8.646, -3.695, 5.348], [-7.545, -2.840, 5.494], [-7.020, -2.199, 4.370], [-9.217, -4.354, 6.529], [-10.179, -5.117, 6.356], [-8.707, -4.106, 7.632], [-7.183, -1.902, 2.242], [-9.122, -3.428, 1.988], [-10.067, -4.581, 3.958], [-7.091, -2.663, 6.467], [-6.167, -1.532, 4.474], [-2.508, -1.640, -6.460], [-2.609, -0.394, -7.083], [-1.470, 0.392, -7.264], [-0.228, -0.082, -6.820], [-0.125, -1.328, -6.187], [-1.271, -2.105, -6.009], [0.977, 0.729, -7.030], [0.842, 1.834, -7.576], [2.061, 0.261, -6.653], [-3.398, -2.252, -6.326], [-3.577, -0.038, -7.430], [-1.566, 1.360, -7.751], [0.832, -1.706, -5.833], [-1.201, -3.075, -5.523], [-4.029, -7.800, 4.830], [-3.527, -7.641, 3.538], [-4.280, -6.972, 2.572], [-5.539, -6.458, 2.914], [-6.049, -6.623, 4.208], [-5.287, -7.297, 5.165], [-6.324, -5.731, 1.910], [-5.847, -5.623, 0.770], [-7.417, -5.263, 2.260], [-3.436, -8.318, 5.582], [-2.546, -8.038, 3.284], [-3.875, -6.856, 1.569], [-7.026, -6.234, 4.486], [-5.673, -7.427, 6.174]], "lowdin_charge": [-0.125, -0.225, -0.215, -0.214, -0.223, -0.227, -0.262, -0.303, -0.357, 0.407, -0.344, -0.300, -0.025, 0.077, 0.048, 0.065, 0.098, 0.082, 0.104, 0.100, 0.098, 0.111, 0.102, 0.111, 0.098, 0.100, 0.109, 0.058, 0.072, 0.099, 0.035, 0.016, -0.087, -0.142, 0.020, 0.033, 0.093, -0.052, -0.084, -0.075, 0.013, -0.135, -0.005, -0.066, -0.319, 0.052, 0.052, 0.087, 0.083, 0.122, 0.115, 0.106, -0.072, -0.065, 0.001, -0.136, 0.005, -0.065, -0.305, 0.025, 0.074, 0.107, 0.110, 0.117, 0.121, 0.108, -0.079, -0.066, 0.007, -0.134, -0.001, -0.072, -0.311, 0.060, 0.073, 0.105, 0.108, 0.107, 0.119, 0.106, -0.065, -0.104, -0.017, -0.159, 0.002, -0.057, -0.330, 0.046, 0.053, 0.114, 0.111, 0.119, 0.119, 0.101, -0.073, -0.070, -0.002, -0.143, 0.002, -0.064, -0.326, 0.058, 0.054, 0.108, 0.107, 0.117, 0.119, 0.110, -0.072, -0.065, 0.004, -0.132, 0.007, -0.064, -0.291, 0.063, 0.037, 0.107, 0.109, 0.119, 0.112, 0.109]}

Number 1: orbital gap 0.261 Eh. Number 2: orbital gap 0.193 Eh.